C25H73Br3N15O15P3 as an isolated structure in a non-equilibrium geometry, computed with ωB97M-V/def2-TZVPD.

The calculation puts the total energy at -318147.81940 eV. The charge is 0. As for the relative energy (zero: lowest compared OMol25 entry of this formula, charge and spin): 0.00 kJ/mol. The value obtained for the molecular weight is 1156.58 g/mol.

Last column: Löwdin charge in e.
Atoms and positions in Å:
Br: 23.8812 -12.8304 32.8482  0.515
Br: 23.6899 -10.6003 35.0644  0.503
Br: 25.6048 -10.2430 32.3685  0.536
P: 11.4715 -9.5291 28.0884  0.584
P: 22.9690 -8.0808 26.9829  0.605
P: 20.8153 0.7117 33.7534  0.547
O: 25.7286 -6.2139 20.3987  0.037
O: 28.7307 -13.6415 26.5242  0.092
O: 18.8712 1.8167 26.5647  0.067
O: 27.2823 -4.6750 20.7326  0.066
O: 23.9271 -9.1642 27.3628  -0.294
O: 19.6555 -0.1297 26.3052  0.043
O: 18.4920 -12.3177 35.3606  0.019
O: 18.8926 -10.9938 37.0963  0.086
O: 21.3412 0.7830 35.1591  -0.315
O: 16.4969 -14.4453 29.4813  0.068
O: 29.1874 -12.1285 28.0311  0.029
O: 17.4186 -13.2319 30.9017  0.055
O: 18.0164 -8.3674 19.1645  0.040
O: 15.9955 -9.2272 19.5044  0.052
O: 10.4387 -9.2164 29.0960  -0.298
N: 17.3713 -14.2415 30.2626  -0.478
N: 16.8470 -8.6479 18.8403  -0.403
N: 10.9966 -8.8818 26.6267  -0.328
N: 22.0380 0.4674 32.5939  -0.290
N: 19.6880 -0.4582 33.3289  -0.299
N: 12.9973 -8.8493 28.4656  -0.311
N: 22.4160 -8.0998 25.4087  -0.321
N: 21.5913 -8.2152 27.9708  -0.293
N: 11.7309 -11.2875 27.8085  -0.287
N: 18.7117 0.6469 26.3132  -0.457
N: 18.5917 -11.2144 35.9707  -0.423
N: 23.5061 -6.3860 27.1579  -0.353
N: 28.9572 -12.5269 26.8683  -0.444
N: 26.5624 -5.5894 21.1053  -0.424
N: 20.1316 2.2257 33.3086  -0.298
C: 21.2102 -7.3565 24.9307  -0.086
C: 20.9982 -9.5948 28.0598  -0.109
C: 11.3650 -7.5157 26.3516  -0.106
C: 18.6124 -15.1308 30.3127  0.066
C: 16.2872 -7.9024 17.5981  0.046
C: 21.7772 0.1916 31.1376  -0.089
C: 28.9442 -11.4029 25.8632  0.040
C: 22.6286 -5.3081 26.9177  -0.139
C: 18.7752 2.5835 33.7866  -0.135
C: 18.2173 -9.9683 35.1165  0.055
C: 18.6242 -0.1827 32.3616  -0.140
C: 17.4940 0.1737 25.6066  0.043
C: 13.2887 -8.3464 29.7836  -0.136
C: 19.8957 -1.8741 33.7840  -0.077
C: 11.0271 -12.3547 28.5932  -0.103
C: 21.4521 -7.3728 29.2521  -0.069
C: 12.3103 -11.8247 26.5636  -0.151
C: 24.8451 -6.2023 27.3368  -0.166
C: 26.6111 -5.7972 22.5653  0.024
C: 23.1764 -8.7149 24.3791  -0.132
C: 14.2875 -9.2419 27.7003  -0.069
C: 24.9221 -11.4633 33.7495  -1.537
C: 20.9777 3.4893 32.9987  -0.062
C: 10.0131 -9.6015 25.8376  -0.117
C: 23.4199 0.9736 32.8699  -0.117
H: 25.3874 -6.6318 26.4945  0.067
H: 25.7114 -12.0742 34.1876  -0.022
H: 22.5711 -9.5348 23.9923  0.087
H: 17.3746 -10.2506 34.4854  0.085
H: 19.9709 -9.7110 28.4054  0.075
H: 21.5852 -5.6123 27.0013  0.061
H: 16.7544 0.8248 26.0727  0.099
H: 24.1755 -8.9758 24.7280  0.078
H: 27.8984 -11.0957 25.8724  0.100
H: 13.6293 -7.3165 29.6776  0.079
H: 19.0814 -9.7437 34.4911  0.092
H: 17.4370 -0.9146 25.6235  0.101
H: 18.8690 0.6303 31.6781  0.065
H: 15.6243 -7.1101 17.9459  0.091
H: 29.6270 -10.6320 26.2204  0.092
H: 18.0872 2.7403 32.9558  0.075
H: 21.6168 -6.5777 24.2854  0.077
H: 12.3990 -8.2378 30.4038  0.072
H: 9.3700 -8.9993 25.1958  0.078
H: 21.3738 -0.8208 31.1166  0.062
H: 10.5294 -10.1480 25.0484  0.066
H: 19.5019 -14.5339 30.1112  0.094
H: 20.5930 -6.9572 25.7355  0.064
H: 21.7650 3.6285 33.7395  0.071
H: 18.4831 1.7721 34.4532  0.070
H: 18.8541 3.4532 34.4390  0.077
H: 23.4989 0.8612 33.9512  0.068
H: 25.5438 -5.8439 22.7816  0.088
H: 20.6469 -1.8671 34.5738  0.072
H: 17.6218 -0.0287 32.7610  0.077
H: 17.5690 0.5020 24.5699  0.104
H: 20.5663 -7.9710 24.3015  0.080
H: 9.3372 -10.2384 26.4082  0.086
H: 22.4422 -7.3677 29.7080  0.077
H: 21.5870 3.2011 32.1421  0.049
H: 26.9801 -5.0055 23.2173  0.102
H: 17.8419 -9.1935 35.7849  0.088
H: 29.2387 -11.6845 24.8523  0.092
H: 23.3269 -8.0368 23.5392  0.073
H: 17.0898 -7.4262 17.0350  0.085
H: 10.9956 -7.2653 25.3571  0.086
H: 21.0502 0.8575 30.6726  0.068
H: 26.9810 -6.8076 22.7395  0.103
H: 14.9814 -8.4015 27.6868  0.073
H: 20.2425 -2.5420 32.9955  0.074
H: 21.6639 -10.1740 28.6997  0.073
H: 18.4674 -15.7369 29.4184  0.091
H: 12.4406 -7.3588 26.4332  0.063
H: 10.8867 -13.2347 27.9655  0.065
H: 22.7229 -4.6272 27.7637  0.087
H: 23.7048 1.9426 32.4599  0.067
H: 11.7681 -12.6722 29.3268  0.073
H: 13.9812 -9.3327 26.6582  0.055
H: 22.6938 0.1111 30.5531  0.077
H: 15.7353 -8.5898 16.9570  0.088
H: 10.0525 -12.1121 29.0167  0.074
H: 12.7302 -11.0542 25.9169  0.056
H: 22.9937 -4.8592 25.9940  0.091
H: 18.5800 -15.5528 31.3171  0.102
H: 25.2498 -6.8584 28.1075  0.082
H: 20.9878 -6.4050 29.0628  0.061
H: 18.5440 -0.9941 31.6382  0.077
H: 21.0424 -10.0831 27.0864  0.069
H: 20.4055 4.3907 32.7796  0.078
H: 24.1659 0.3492 32.3782  0.068
H: 11.5408 -12.3824 26.0299  0.076
H: 13.9710 -9.0846 30.2050  0.083
H: 24.9384 -5.1163 27.3405  0.094
H: 14.7664 -10.1443 28.0805  0.077
H: 20.7730 -7.8800 29.9373  0.070
H: 10.9072 -6.9762 27.1807  0.082
H: 18.9693 -2.2005 34.2566  0.079
H: 13.2222 -12.3794 26.7845  0.077


A 2-piece molecular cluster, C28H35Si overall in a non-equilibrium geometry, computed with ωB97M-V/def2-TZVPD.

The calculation puts the total energy at -37475.27793 eV. The charge is +1. As for the relative energy (zero: lowest compared OMol25 entry of this formula, charge and spin): 0.00 kJ/mol. The value obtained for the molecular weight is 399.67 g/mol.

Last column: Löwdin charge in e.
Atoms and positions in Å:
Si: 3.0280 -0.3091 0.1837  0.639
C: 7.3856 1.7882 -1.9847  0.003
C: 6.9408 3.2485 1.3378  -0.090
C: 1.3226 -2.2216 -1.2042  -0.316
C: 7.8880 -2.4558 1.5025  -0.035
C: 1.2188 -3.3447 -2.2487  -0.116
C: 8.6175 -0.6110 -0.4672  0.008
C: 6.8868 1.8532 1.7070  -0.090
C: 7.6264 4.1989 -2.2845  -0.015
C: 7.5823 2.8967 -2.8175  -0.035
C: 3.1858 -2.1838 2.3229  -0.335
C: 7.1103 3.3305 -0.1050  -0.088
C: 2.7486 -1.6605 -1.0821  -0.307
C: 8.9268 -2.7539 0.6078  -0.027
C: 7.4240 4.4157 -0.9129  0.020
C: 7.0597 1.0658 0.4919  0.033
C: 7.5923 -0.2777 0.4557  -0.146
C: 0.7955 3.3211 0.2724  -0.119
C: 7.1524 1.9906 -0.6246  -0.109
C: 7.2145 -1.2360 1.4235  -0.010
C: 7.0456 4.2488 2.2956  0.018
C: 9.2889 -1.8261 -0.3765  -0.040
C: 6.8301 2.5402 4.0211  -0.036
C: 6.8765 1.5156 3.0617  0.027
C: 2.6891 -2.7015 3.6740  -0.114
C: 2.4208 -0.9630 1.8288  -0.303
C: 1.7580 2.2133 0.7136  -0.336
C: 1.8293 1.0506 -0.2716  -0.309
C: 6.9381 3.8899 3.6474  -0.020
H: 1.0792 3.7270 -0.7062  0.072
H: 10.1010 -2.0343 -1.0713  0.120
H: 6.9014 0.4727 3.3693  0.110
H: 0.6174 -1.4242 -1.4815  0.098
H: 1.6522 -3.0515 3.6096  0.078
H: 3.3099 -3.5418 4.0036  0.070
H: 1.3643 -1.2186 1.6476  0.089
H: 7.4091 0.7743 -2.3893  0.124
H: 7.7250 2.7463 -3.8879  0.118
H: 0.8512 0.5493 -0.3463  0.082
H: 7.2175 5.2732 1.9675  0.123
H: 2.7558 2.6493 0.8506  0.094
H: 7.8347 5.0476 -2.9432  0.124
H: 7.6092 -3.1691 2.2753  0.118
H: 6.7301 2.2829 5.0768  0.117
H: 1.8724 -4.1864 -1.9836  0.073
H: 0.1873 -3.7153 -2.3114  0.073
H: 0.9654 -2.6095 -0.2379  0.099
H: 3.1067 -2.9936 1.5853  0.100
H: 7.5266 5.3988 -0.4523  0.124
H: 6.9608 4.6700 4.4152  0.124
H: 3.0584 -1.2441 -2.0511  0.076
H: 2.0871 1.4090 -1.2782  0.083
H: 4.4852 0.1941 0.2746  0.015
H: 4.2567 -1.9535 2.3993  0.076
H: 6.3891 -1.0043 2.1038  0.097
H: 2.4315 -0.1554 2.5753  0.077
H: 0.8121 4.1419 0.9987  0.069
H: 1.4443 1.8471 1.6992  0.095
H: 8.9326 0.1208 -1.2165  0.112
H: 1.5146 -2.9787 -3.2407  0.074
H: 2.7352 -1.9200 4.4411  0.073
H: 3.4482 -2.4757 -0.8489  0.070
H: 9.4634 -3.7021 0.6843  0.122
H: -0.2346 2.9513 0.2009  0.076


A 2-piece molecular cluster, C5H7IO overall, computed with ωB97M-V/def2-TZVPD.

The calculation puts the total energy at -15443.85815 eV. The charge is 0. As for the relative energy (zero: lowest compared OMol25 entry of this formula, charge and spin): 98.40 kJ/mol. The value obtained for the molecular weight is 210.01 g/mol. As for the SMILES: O=C1CC1.C=CI.

Last column: Löwdin charge in e.
Atoms and positions in Å:
I: -3.4359 0.3648 -0.0775  0.727
O: 1.0723 -0.1686 -1.4647  0.113
C: -2.0343 -1.1632 -0.4454  -0.706
C: 1.0987 1.1338 0.7262  -0.057
C: -2.0142 -2.2996 0.2127  -0.130
C: 1.3906 0.5832 -0.5958  -0.413
C: 2.2552 1.6655 -0.1384  -0.055
H: 3.2624 1.4358 0.1737  0.105
H: -1.2638 -3.0370 -0.0121  0.055
H: -2.7234 -2.5503 0.9859  0.044
H: 1.3490 0.5608 1.6060  0.107
H: -1.3306 -0.9071 -1.2189  0.001
H: 2.1570 2.6372 -0.5995  0.107
H: 0.2169 1.7447 0.8478  0.102


C6H14MnO3 as an isolated structure in a non-equilibrium geometry, computed with ωB97M-V/def2-TZVPD.

The calculation puts the total energy at -43890.39284 eV. The charge is +2. As for the relative energy (zero: lowest compared OMol25 entry of this formula, charge and spin): 0.00 kJ/mol. The spin multiplicity is 6. The value obtained for the molecular weight is 189.11 g/mol.

Last column: Löwdin charge in e.
Atoms and positions in Å:
Mn: -4.1947 1.4416 -1.7082  1.483
O: -3.3849 -0.5000 -1.4621  -0.303
O: -5.8073 0.9581 -2.7013  -0.329
O: -3.8682 -1.9278 -3.2975  -0.010
C: -5.5468 -0.2991 -3.3359  -0.075
C: -6.9265 1.6804 -3.2209  0.010
C: -2.1537 -1.0699 -2.0123  -0.110
C: -2.6836 -2.3477 -2.6494  -0.098
C: -3.4558 -1.9964 0.6523  -0.028
C: -4.5612 -1.0548 -2.4714  -0.207
H: -3.7154 -1.7662 1.6907  0.037
H: -2.9226 -3.1102 -1.8924  0.145
H: -1.9868 -2.7322 -3.4008  0.162
H: -6.9597 2.6437 -2.7038  0.117
H: -5.1409 -1.6006 -1.7069  0.170
H: -4.2741 -2.5842 0.2215  0.037
H: -6.4950 -0.8509 -3.3844  0.175
H: -3.1081 -0.9028 0.2586  0.071
H: -5.1808 -0.1536 -4.3612  0.170
H: -1.6122 -0.4491 -2.7318  0.140
H: -2.5247 -2.5726 0.5849  0.041
H: -7.8368 1.1020 -3.0200  0.130
H: -1.4612 -1.2172 -1.1784  0.144
H: -6.8009 1.8343 -4.3003  0.129


Please write out number 3 again, unchanged.
A 2-piece molecular cluster, C5H7IO overall, computed with ωB97M-V/def2-TZVPD.

The calculation puts the total energy at -15443.85815 eV. The charge is 0. As for the relative energy (zero: lowest compared OMol25 entry of this formula, charge and spin): 98.40 kJ/mol. The value obtained for the molecular weight is 210.01 g/mol. As for the SMILES: O=C1CC1.C=CI.

Last column: Löwdin charge in e.
Atoms and positions in Å:
I: -3.4359 0.3648 -0.0775  0.727
O: 1.0723 -0.1686 -1.4647  0.113
C: -2.0343 -1.1632 -0.4454  -0.706
C: 1.0987 1.1338 0.7262  -0.057
C: -2.0142 -2.2996 0.2127  -0.130
C: 1.3906 0.5832 -0.5958  -0.413
C: 2.2552 1.6655 -0.1384  -0.055
H: 3.2624 1.4358 0.1737  0.105
H: -1.2638 -3.0370 -0.0121  0.055
H: -2.7234 -2.5503 0.9859  0.044
H: 1.3490 0.5608 1.6060  0.107
H: -1.3306 -0.9071 -1.2189  0.001
H: 2.1570 2.6372 -0.5995  0.107
H: 0.2169 1.7447 0.8478  0.102